Record 1
The following is a DFT calculation (the ωB97M-V functional and the def2-TZVPD basis) of a single Br2H6Si3 molecule at a distorted geometry.

```
11
Br2H6Si3 the ωB97M-V functional and the def2-TZVPD basis
Si -0.73237 0.30248 -0.07740
Si 0.21962 -0.88393 -1.87402
Si -0.03073 0.72735 2.15355
Br 1.29640 -2.81456 -1.34963
Br 2.00067 1.59082 1.95264
H -0.73928 1.64146 -1.06313
H -2.07726 -0.25831 -0.05826
H -0.98392 -1.16362 -2.76868
H 1.37659 -0.19671 -2.46594
H 0.22754 -0.67406 2.45867
H -0.55726 1.72906 3.09222
```

Results
Structure (SMILES)   Br[SiH2][SiH2][SiH2]Br
HOMO-LUMO gap   9.62 eV
HOMO   -9.842 eV
LUMO energy   -0.00802 Ha

These are the Mulliken partial charges, in e, on atoms 1 to 2:
1 Si 0.18
2 Si 0.35



Record 2
The following is a DFT calculation (the ωB97M-V functional and the def2-TZVPD basis) of a single Br2HO3PS molecule at a distorted geometry.

```
8
Br2HO3PS the ωB97M-V functional and the def2-TZVPD basis
O -1.29160 0.62315 -0.27901
O 0.79852 2.15124 0.22333
O 0.81097 -2.03903 -0.18560
P 0.02799 0.96031 0.52098
S 1.51764 -0.59587 0.21238
Br -0.81518 0.50416 2.64535
Br 0.29684 -2.49949 -1.95746
H -1.34518 0.89553 -1.17997
```

Results
HOMO-LUMO gap (spin up / spin down)   7.88 / 5.82 eV
HOMO (spin up / spin down)   -8.429 / -9.760 eV
LUMO energy (spin up / spin down)   -0.02008 / -0.14478 Ha
Multiplicity   3

These are the Mulliken partial charges, in e, on atoms 1 to 2:
1 O -0.43
2 O -0.51



Record 3
The following is a DFT calculation (the ωB97M-V functional and the def2-TZVPD basis) of 2 unconnected molecules or ions with the total composition Br2HP at a distorted geometry.

```
4
Br2HP the ωB97M-V functional and the def2-TZVPD basis
P 0.04618 0.55428 -0.70807
Br 1.02185 -1.33937 -1.22667
Br 0.83031 1.12444 1.15011
H -1.89834 -0.33934 0.78462
```

Results
HOMO-LUMO gap (spin up / spin down)   7.60 / 8.69 eV
HOMO (spin up / spin down)   -8.455 / -10.116 eV
LUMO energy (spin up / spin down)   -0.03135 / -0.05245 Ha

These are the Mulliken partial charges, in e, on atoms 1 to 2:
1 P 0.14
2 Br -0.10



Number 3 is which compound? Br2HP



Copy entry 2 word for word.
The following is a DFT calculation (the ωB97M-V functional and the def2-TZVPD basis) of a single Br2HO3PS molecule at a distorted geometry.

```
8
Br2HO3PS the ωB97M-V functional and the def2-TZVPD basis
O -1.29160 0.62315 -0.27901
O 0.79852 2.15124 0.22333
O 0.81097 -2.03903 -0.18560
P 0.02799 0.96031 0.52098
S 1.51764 -0.59587 0.21238
Br -0.81518 0.50416 2.64535
Br 0.29684 -2.49949 -1.95746
H -1.34518 0.89553 -1.17997
```

Results
HOMO-LUMO gap (spin up / spin down)   7.88 / 5.82 eV
HOMO (spin up / spin down)   -8.429 / -9.760 eV
LUMO energy (spin up / spin down)   -0.02008 / -0.14478 Ha
Multiplicity   3

These are the Mulliken partial charges, in e, on atoms 1 to 2:
1 O -0.43
2 O -0.51